Entry 1:
The following is a DFT calculation (ωB97M-V/def2-TZVPD) of a 10-piece molecular cluster, C2H23O10 overall at a distorted geometry.

Calculated values
Charge   -1
Spin multiplicity   1
Energy relative to the best compared isomer or geometry (same formula, charge and spin)   174.9 kJ/mol

Atoms and positions in Å:
C (-1.501809, -0.896599, 1.015776)
C (-0.108147, -1.178143, 0.349301)
O (-0.261787, -0.662439, -0.986858)
H (-1.544828, 0.174026, 0.962195)
H (-1.619505, -1.268325, 2.052182)
H (-2.246215, -1.281678, 0.363348)
H (-0.000375, -2.204575, 0.243658)
H (0.761517, -0.855939, 0.886741)
O (2.980935, 1.287803, 0.854303)
H (3.107450, 0.710644, 0.095567)
H (2.160217, 1.790277, 0.749095)
O (0.969934, -0.158394, 3.798781)
H (1.896322, -0.037342, 3.671432)
H (0.862903, -0.930559, 3.263936)
O (-1.828251, 2.585639, 0.862808)
H (-1.811535, 3.562410, 0.721448)
H (-2.729059, 2.320817, 0.880136)
O (0.204242, -2.518883, -2.852093)
H (0.124230, -3.311784, -2.354178)
H (0.067558, -1.879045, -2.169311)
O (0.069022, 0.492288, -3.363120)
H (-0.213326, -0.008509, -2.577784)
H (-0.306339, 0.085802, -4.165454)
O (-2.987041, -0.436215, -1.989245)
H (-2.775091, 0.459191, -2.203472)
H (-2.196185, -0.690673, -1.451453)
O (2.866090, -1.512793, -0.758940)
H (2.041598, -1.287023, -0.308902)
H (2.794276, -2.447561, -0.899463)
O (0.483272, 1.933235, 2.174674)
H (-0.454766, 1.942779, 1.839662)
H (0.520263, 1.128365, 2.672641)
O (0.463196, 1.873414, -0.677031)
H (0.005127, 2.283181, 0.051670)
H (0.206106, 0.936606, -0.752049)

Atomic forces in eV per Å
C 2.2618 -0.0287 0.8541
C -3.0155 1.1670 -2.2274
O 0.5149 -0.3689 1.7417
H -0.4428 0.5975 0.3482
H -0.0284 0.1876 -0.3554
H -0.6620 -0.5620 -0.2803
H 0.2918 -2.5569 0.0937
H 0.4761 1.0483 0.6520
O 0.6305 -0.0843 0.6547
H -0.3424 0.2352 -0.1803
H -0.1786 -0.4156 -0.4392
O -0.4988 -0.1360 0.6517
H 1.3818 0.7443 0.0599
H -0.7290 -0.9867 -0.5933
O 0.7882 1.7763 -0.0410
H -0.1127 -1.2012 0.1450
H -1.2354 -0.3471 -0.0764
O 0.4121 -0.9346 -1.7570
H -0.1313 -1.3172 0.3275
H -0.2226 1.9690 1.3614
O -0.2511 0.3364 -1.1007
H 0.1361 -0.0217 -0.1979
H 0.1950 -0.0418 0.9344
O 0.0643 -0.9555 0.7632
H 0.2533 0.9374 -0.3738
H -0.0654 0.1496 -0.5966
O 0.2262 0.5681 0.4994
H -0.0079 0.1768 -0.4119
H -0.0488 -0.6651 -0.3137
O -1.6396 1.1324 -0.7663
H 1.3194 0.1792 0.5492
H 0.2812 -0.7745 0.6720
O 0.9154 1.1765 -0.4778
H -0.0897 -0.4229 -0.0602
H -0.4457 -0.5609 -0.0591

Results of the Löwdin charge analysis, in e, for atoms 1 through 5: atom 1 (C): -0.061, atom 2 (C): -0.352, atom 3 (O): -0.393, atom 4 (H): 0.034, atom 5 (H): 0.072

=====

Entry 2:
The following is a DFT calculation (ωB97M-V/def2-TZVPD) of a 11-piece molecular cluster, C2H25O11 overall at a distorted geometry.

Calculated values
Charge   -1
Spin multiplicity   1
Energy relative to the best compared isomer or geometry (same formula, charge and spin)   960.8 kJ/mol

Atoms and positions in Å:
O (-1.719816, -0.537447, -2.053132)
H (-0.867816, -0.392447, -1.541132)
H (-2.567816, -0.838447, -1.418132)
H (-1.307816, -1.216447, -2.622132)
C (0.408184, 0.162553, -0.109132)
O (0.061184, -1.253447, -0.203132)
H (0.975184, 0.502553, -0.894132)
H (1.044184, -0.046447, 0.822868)
H (-0.636816, 0.732553, -0.071132)
C (-3.483816, 2.306553, -0.353132)
O (-4.140816, 3.529553, -0.753132)
H (-2.564816, 2.200553, -0.831132)
H (-4.224816, 1.609553, -0.501132)
H (-3.597816, 2.522553, 0.803868)
O (1.361184, -2.400447, -2.336132)
H (1.208184, -1.963447, -1.524132)
H (2.280184, -2.010447, -2.330132)
O (-0.133816, -4.121447, 0.118868)
H (-0.480816, -4.696447, 0.820868)
H (-0.131816, -3.097447, 0.230868)
O (2.483184, -1.885447, 0.808868)
H (2.183184, -2.789447, 1.033868)
H (1.834184, -1.568447, 0.432868)
O (-0.571816, 3.023553, 1.258868)
H (0.356184, 2.791553, 1.500868)
H (-1.109816, 2.126553, 1.097868)
O (2.381184, 1.120553, -3.401132)
H (1.997184, 2.031553, -3.397132)
H (2.520184, 0.983553, -4.365132)
O (2.000184, -0.519447, 3.180868)
H (2.263184, -0.860447, 2.332868)
H (1.719184, 0.253553, 2.676868)
O (-2.199816, -0.916447, 1.482868)
H (-1.410816, -0.907447, 1.061868)
H (-2.146816, -0.225447, 2.087868)
O (1.715184, 2.053553, 2.286868)
H (2.171184, 2.639553, 2.963868)
H (2.335184, 1.656553, 1.699868)

Atomic forces in eV per Å
O -1.9870 -0.3487 0.7102
H -0.1912 -0.4421 1.8659
H 3.2240 0.8401 -1.8075
H -0.9903 -0.7906 -0.1386
C -2.5803 -3.0407 3.7199
O -0.5418 0.8368 -1.9753
H 1.5149 1.0272 -2.0590
H -1.0226 2.6410 -0.7706
H 2.5552 -0.3339 0.5625
C -3.4763 5.6515 3.0318
O 0.9236 -0.8239 -0.7200
H 2.1864 -0.7304 -0.4565
H -1.2250 -3.0448 -0.7647
H 1.7090 -1.3857 -1.2199
O 2.6942 0.4638 -1.5119
H -2.2315 0.5236 2.4347
H -0.7666 -1.0173 -1.2072
O 0.4274 1.2468 -0.3960
H 0.0462 1.3663 -0.0386
H -0.4748 -2.2925 0.4387
O 10.5815 -6.0453 6.2372
H 0.3755 0.6076 -0.1313
H -10.7666 4.9786 -6.3740
O -1.1482 -2.5392 -0.4459
H -1.2854 -0.2399 -0.2265
H 1.8796 3.2607 0.6434
O -0.3766 1.1433 -1.1891
H 0.3960 -1.0402 0.2707
H -0.0675 -0.1089 0.9758
O -0.1568 0.7148 -0.3841
H 1.0841 -2.4335 -0.4288
H -0.9435 1.1647 1.6869
O -4.2128 -1.6379 0.5577
H 4.4292 -0.5280 -2.4298
H -0.2217 1.9171 1.7081
O -0.0394 1.7809 1.9002
H -0.5480 -1.3460 -1.4585
H 1.2273 0.0049 -0.6098

Results of the Löwdin charge analysis, in e, for atoms 1 through 5: atom 1 (O): 0.197, atom 2 (H): 0.086, atom 3 (H): 0.281, atom 4 (H): 0.156, atom 5 (C): -0.178

=====

Entry 3:
The following is a DFT calculation (ωB97M-V/def2-TZVPD) of a 11-piece molecular cluster, C2H25O11 overall at a distorted geometry.

Calculated values
Charge   -1
Spin multiplicity   1
Energy relative to the best compared isomer or geometry (same formula, charge and spin)   98.6 kJ/mol

Atoms and positions in Å:
C (-25.425493, 16.373385, -5.972743)
C (-24.320454, 16.459885, -6.871099)
O (-23.218682, 16.141713, -6.148066)
H (-25.466387, 15.429211, -5.418886)
H (-26.322739, 16.436846, -6.605812)
H (-25.375494, 17.144102, -5.256693)
H (-24.322324, 17.500532, -7.240151)
H (-24.383378, 15.777058, -7.751981)
O (-20.855793, 17.389021, -5.985461)
H (-20.749619, 17.206065, -5.070611)
H (-21.732138, 16.980986, -6.001717)
O (-26.199865, 14.769046, -2.470701)
H (-25.423534, 15.181728, -2.893750)
H (-26.907950, 14.880475, -3.066470)
O (-24.449517, 12.438573, -4.146219)
H (-23.993336, 11.628200, -4.384880)
H (-24.277282, 13.074904, -4.849859)
O (-22.026976, 15.229938, -8.222503)
H (-22.708581, 15.515410, -7.617440)
H (-22.421529, 14.520349, -8.731381)
O (-23.781878, 13.522657, -6.531475)
H (-24.583108, 13.554744, -7.091150)
H (-23.532471, 14.419393, -6.314750)
O (-22.686292, 18.671931, -8.545308)
H (-22.974199, 18.201775, -7.748094)
H (-22.858654, 18.042818, -9.244214)
O (-25.952767, 13.554817, -7.952244)
H (-25.871855, 12.791834, -8.516455)
H (-26.236025, 14.264957, -8.526212)
O (-23.338644, 18.630430, -4.519098)
H (-24.187698, 19.001664, -4.209611)
H (-23.571860, 17.943610, -5.137433)
O (-23.871988, 15.620260, -3.510421)
H (-23.160753, 15.136086, -3.095021)
H (-23.486442, 15.947389, -4.344113)
O (-24.917852, 18.061900, -2.286161)
H (-24.650508, 17.253318, -2.652685)
H (-24.222717, 18.208699, -1.655198)

Atomic forces in eV per Å
C -3.5683 -1.5690 -0.1465
C 1.2434 0.2577 -0.8287
O 1.5200 0.1328 0.8594
H 0.0468 0.0261 -0.2831
H -0.5213 0.2686 0.6131
H -0.3146 1.0658 0.8358
H -0.0891 -0.1338 -0.3776
H -0.6483 0.4508 -0.0017
O 0.2117 0.1559 -0.3563
H 1.0566 0.2335 1.5664
H -0.8938 -0.3267 -1.3142
O 1.0157 -0.0060 1.2109
H -0.2069 -0.3844 -0.0196
H -1.1715 0.1735 -1.0648
O -0.3278 -0.4257 1.0922
H 0.0720 0.2244 -0.2675
H 0.2517 -0.1470 -0.6289
O 0.9016 -0.3541 -1.6964
H 0.3260 0.2441 1.0356
H 0.0289 -0.2047 0.0147
O -0.3219 -1.5489 -0.2957
H 0.5708 0.2778 0.5839
H 0.5273 1.2344 0.2657
O -0.1968 0.3298 0.1745
H 0.5735 0.2487 -0.2224
H 0.1036 -0.3126 -0.1750
O -0.6996 0.0098 -0.0726
H 0.0114 -0.5014 -0.3190
H -0.0379 0.3702 -0.1210
O -0.3933 1.1492 0.4481
H 0.6462 -0.4288 -0.0040
H 0.1803 -0.6013 -0.4899
O 0.2398 0.3048 0.4168
H 0.1167 -0.3484 0.2478
H -0.0735 0.0241 -0.8526
O -1.1516 1.8590 0.9537
H 0.5760 -2.1612 -1.2271
H 0.3961 0.4129 0.4463

Results of the Löwdin charge analysis, in e, for atoms 1 through 5: atom 1 (C): -0.103, atom 2 (C): -0.496, atom 3 (O): -0.346, atom 4 (H): 0.084, atom 5 (H): 0.091

=====

Entry 4:
The following is a DFT calculation (ωB97M-V/def2-TZVPD) of C2H26F6N5O17S4Zn as an isolated structure at a distorted geometry.

Calculated values
Charge   +1
Spin multiplicity   1

Atoms and positions in Å:
Zn (-0.228091, 1.629336, 1.821703)
N (-3.521097, -2.067586, 0.409842)
H (-3.775627, -3.016818, 0.141878)
H (-4.085441, -1.841035, 1.233313)
H (-3.767751, -1.399644, -0.323229)
H (-2.456016, -2.033053, 0.550585)
N (-2.101340, 1.670599, -2.655441)
H (-1.488303, 0.978282, -2.245324)
H (-1.608753, 2.386784, -3.186410)
H (-2.772839, 2.161895, -1.946533)
H (-2.738280, 1.219110, -3.311503)
N (1.340865, -4.534499, -0.300614)
H (2.157193, -4.808081, -0.861980)
H (0.499409, -4.860937, -0.757897)
H (1.309153, -3.473092, -0.217256)
H (1.518490, -5.070211, 0.553187)
N (-1.169119, -3.190175, -2.961996)
H (-0.872081, -2.400704, -2.301669)
H (-1.425795, -3.997075, -2.397919)
H (-0.423354, -3.455716, -3.607751)
H (-1.995606, -2.898262, -3.485310)
S (-3.164494, 2.779859, 0.674566)
O (-4.081683, 1.786120, 1.255506)
O (-3.343837, 2.775871, -0.816474)
O (-3.441561, 4.115689, 1.181262)
O (-1.746578, 2.362910, 0.941939)
S (-0.117061, -1.162159, 0.031653)
O (-0.748480, -1.169157, -1.310137)
O (1.186471, -1.891318, -0.064756)
O (0.109191, 0.242991, 0.373573)
O (-0.999080, -1.785073, 1.040542)
C (2.440347, 4.670938, 3.261101)
F (3.074469, 3.535212, 3.526339)
F (1.723884, 5.009177, 4.320273)
F (3.332858, 5.630041, 3.021297)
S (1.325634, 4.531286, 1.745175)
O (0.084692, 5.016890, 2.271717)
O (1.920994, 5.326087, 0.714282)
N (1.278948, 2.819081, 1.473807)
S (2.552321, 2.407625, 0.535580)
O (3.728324, 3.225932, 0.631523)
O (2.778995, 1.004935, 0.762841)
C (1.904862, 2.540767, -1.261657)
F (2.401552, 1.487922, -1.911066)
F (0.569595, 2.489819, -1.287772)
F (2.341613, 3.642878, -1.830522)
O (2.891589, -1.886993, -2.091254)
H (2.325820, -1.933087, -1.299836)
H (3.518447, -1.177085, -1.902149)
O (3.427832, -1.713215, 1.409746)
H (3.429709, -1.658397, 2.370809)
H (2.496963, -1.618541, 1.148281)
O (-1.605872, 0.243643, 2.676829)
H (-1.904246, 0.142280, 3.590773)
H (-1.439667, -0.651731, 2.366427)
O (0.589842, -0.337377, -3.586712)
H (0.249467, -0.243609, -2.686714)
H (1.306321, -0.984439, -3.505266)
O (-0.898782, -3.470422, 3.078616)
H (-1.247733, -4.250043, 2.636832)
H (-0.647297, -2.854447, 2.363329)

Atomic forces in eV per Å
Zn -1.2535 0.7097 -0.5785
N -0.1698 -0.3198 -0.3678
H -0.2063 0.1214 -0.1606
H 0.4075 0.3638 0.1700
H -0.1319 0.1158 0.1041
H -0.4478 0.4272 0.6707
N -0.5879 -0.2217 -1.9250
H 0.1700 0.2311 0.3081
H 0.3545 -0.1198 0.2530
H 0.0523 0.6187 2.2121
H 0.2821 -0.1349 -0.1045
N 1.1285 -0.8730 -0.3863
H -0.1512 0.4038 -0.3684
H -0.0225 -0.3007 0.0894
H 0.0275 0.3986 0.6712
H -0.4926 0.5569 0.4213
N -0.0633 -0.2984 0.0008
H 0.1256 0.5936 0.1347
H -0.0839 -0.0957 -0.1741
H -0.0321 0.2466 -0.0913
H 0.1576 0.0752 -0.1625
S -2.6308 1.4220 0.9524
O 0.6218 -0.7295 -0.2382
O 0.2487 -0.3401 -0.9073
O 0.8028 -0.9606 -0.3413
O 1.0883 -0.1384 -0.2625
S 1.8872 2.9443 -0.3622
O -0.9490 -1.1219 -0.2512
O -1.6109 -0.6042 0.4242
O 0.0425 -1.5847 -0.1517
O -0.2263 -1.0153 -0.4935
C 0.5832 0.2486 -0.3053
F 0.0999 -0.2140 0.0406
F -0.0992 -0.0711 -0.0606
F -0.1741 -0.2562 0.0854
S -1.2132 1.3873 1.0766
O 0.0132 -1.3670 -0.2731
O 0.0714 -1.3242 -0.1381
N 1.2339 2.6251 -0.3378
S 1.4214 -1.3266 0.1834
O -1.2209 0.1633 -0.1443
O -0.7195 -0.0004 -0.3540
C 0.7114 0.0813 1.0642
F -0.2005 -0.0611 -0.2147
F 0.0996 0.0514 -0.2532
F -0.2803 -0.0286 -0.0640
O -0.3213 -0.3663 -0.1537
H 0.5044 0.5911 -0.3533
H 0.0125 -0.0679 0.0238
O -0.3413 -0.6332 0.0827
H 0.1493 0.1328 -0.0392
H 0.6260 0.3153 0.2085
O 0.3526 0.0149 0.8003
H -0.0164 0.3930 -0.0114
H 0.1384 -0.1525 -0.1389
O -0.4605 -0.4358 -0.2246
H 0.4208 -0.0405 -0.1256
H 0.2879 0.3775 0.1805
O 0.1729 0.1038 -0.2485
H -0.0183 -0.0389 0.1542
H -0.1704 -0.4712 0.4546

Results of the Löwdin charge analysis, in e, for atoms 1 through 5: atom 1 (Zn): 0.800, atom 2 (N): 0.303, atom 3 (H): 0.137, atom 4 (H): 0.162, atom 5 (H): 0.148

=====

Number 1: E_HOMO -5.25 eV, LUMO energy 2.7 eV. Number 2: E_HOMO -1.88 eV, LUMO energy 1.8 eV. Number 3: E_HOMO -5.81 eV, LUMO energy 2.4 eV. Number 4: E_HOMO -9.66 eV, LUMO energy -5.6 eV.